A molecular structure, C35H34ClNOSi2Sn, computed with the ωB97M-V functional and the def2-TZVPD basis.

HOMO (alpha / beta) = -7.10 / -7.10 eV
E_tot = -2737.43108 hartree
relative energy (zero: lowest compared OMol25 entry of this formula, charge and spin) = 44.78 kcal/mol
2S+1 = 1
Kohn-Sham gap (alpha / beta) = 5.54 / 5.54 eV
total charge = 0

Geometry (Å):
C1 -2.98436 -0.97349 4.64272
C2 -4.24203 -0.97821 3.99818
C3 -4.15751 -1.77259 2.79259
H1 -5.13814 -0.52149 4.37964
C4 -2.77693 -2.15746 2.61453
C5 -2.06762 -1.68157 3.80893
H2 -1.06544 -1.96795 4.10991
H3 -2.77040 -0.60951 5.64110
H4 -5.01438 -2.25986 2.32873
H5 -2.38112 -2.95785 2.00765
Sn1 -2.76192 -0.58991 0.49457
Si1 -2.03513 -0.57650 -2.32193
C6 -1.34227 0.96451 -3.12750
C7 0.00895 0.91079 -3.56236
H6 0.61424 0.05340 -3.27660
C8 0.62683 1.82594 -4.41883
H7 1.66518 1.66770 -4.76046
C9 -0.09852 2.95219 -4.83526
H8 0.38419 3.69499 -5.47615
C10 -1.41932 3.12961 -4.38159
H9 -1.96445 4.04762 -4.69255
C11 -2.02185 2.13311 -3.58530
H10 -3.07026 2.27183 -3.31405
C12 -1.38780 -1.69930 -3.86351
C13 -1.91648 -1.76159 -5.19138
H11 -2.93372 -1.41406 -5.38314
C14 -1.16922 -2.22741 -6.29910
H12 -1.59099 -2.20560 -7.31298
C15 0.12802 -2.70595 -6.12298
H13 0.71997 -3.04635 -6.97241
C16 0.64037 -2.76805 -4.82890
H14 1.63795 -3.16113 -4.66409
C17 -0.12932 -2.32053 -3.75182
H15 0.31162 -2.41718 -2.77210
H16 -3.49565 -0.55121 -2.35171
Si2 3.32337 0.03376 -0.66213
C18 2.35463 -1.49094 -0.26713
C19 0.98871 -1.34422 -0.45664
H17 0.52917 -0.35612 -0.59276
C20 0.13226 -2.44410 -0.40949
H18 -0.93331 -2.31025 -0.63525
C21 0.62151 -3.72847 -0.18789
H19 -0.03910 -4.58911 -0.22444
C22 1.98910 -3.86494 0.07299
H20 2.38474 -4.84632 0.28239
C23 2.84365 -2.76556 0.09189
H21 3.88364 -2.85583 0.41557
C24 2.19531 1.50972 -0.46356
C25 1.02888 1.66916 0.28617
H22 0.85126 1.08758 1.17829
C26 0.07208 2.58428 -0.14400
H23 -0.92513 2.55838 0.27617
C27 0.36308 3.50130 -1.14591
H24 -0.37971 4.23260 -1.49239
C28 1.63299 3.50226 -1.72141
H25 1.89645 4.22733 -2.49305
C29 2.55512 2.50905 -1.37772
H26 3.53621 2.49706 -1.86367
H27 3.83464 -0.07212 -1.99094
Cl1 4.92001 0.19797 0.62454
O1 0.61091 -0.51102 3.39868
C30 1.46631 -0.21736 4.51636
C31 0.96560 0.92464 5.33835
C32 1.73522 1.38728 6.41455
C33 1.40762 2.59854 7.02788
C34 0.24475 3.25788 6.61150
C35 -0.54884 2.63211 5.63726
N1 -0.16435 1.52769 5.03757
H28 0.73831 -1.43421 3.17643
H29 1.55446 -1.10530 5.16768
H30 2.46318 0.05430 4.12453
H31 2.58228 0.79184 6.71941
H32 2.03892 3.02829 7.81479
H33 -0.05739 4.21592 7.01880
H34 -1.49901 3.07997 5.34473

Results of the Mulliken charge analysis, in e, for atoms 1 through 6: -0.659 -0.592 -0.692 0.451 -0.802 -0.125



2 unconnected molecules or ions with the total composition CCl2F2O, computed with the ωB97M-V functional and the def2-TZVPD basis.

HOMO = -12.10 eV
E_tot = -1233.37440 hartree
relative energy (zero: lowest compared OMol25 entry of this formula, charge and spin) = 15.05 kcal/mol
2S+1 = 1
Kohn-Sham gap = 10.09 eV
total charge = 0
SMILES = O=C(F)Cl.FCl

Geometry (Å):
C1 0.75405 -0.32717 1.25114
O1 1.51077 -0.29006 0.38188
F1 1.00944 0.29817 2.44870
F2 -0.84545 0.07765 -2.13183
Cl1 -0.80288 -0.93696 1.29798
Cl2 -1.62592 1.17837 -3.24787

Charge distribution, Mulliken scheme, values in e: 0.560 -0.307 -0.189 -0.179 -0.067 0.182



A gas-phase ion, C8H16N3O (charge +1), computed with the ωB97M-V functional and the def2-TZVPD basis.

HOMO (alpha / beta) = -9.55 / -13.54 eV
E_tot = -553.48241 hartree
relative energy (zero: lowest compared OMol25 entry of this formula, charge and spin) = 0.00 kcal/mol
2S+1 = 3
Kohn-Sham gap (alpha / beta) = 6.43 / 6.42 eV
<S²> = 2.0179
total charge = +1

Geometry (Å):
C1 -2.26375 -1.11477 -0.00568
C2 -0.87618 -1.77569 0.07448
C3 -2.44196 0.10892 0.91834
C4 1.13007 1.74786 -0.85041
C5 -0.31137 1.35945 1.06536
C6 0.15858 -1.28541 -0.96369
C7 1.97312 0.40090 -1.01644
C8 -1.49907 1.17145 0.47979
N1 1.75339 -1.29531 0.68625
N2 0.75315 2.04102 0.48037
N3 1.38332 -0.73982 -0.37822
O1 2.77519 -0.90421 1.38096
H1 -2.49187 -0.83355 -1.03593
H2 -3.00674 -1.85338 0.29285
H3 -0.46956 -1.62733 1.07382
H4 -1.00146 -2.84846 -0.05884
H5 -3.47404 0.45159 0.84791
H6 -2.24149 -0.18704 1.94896
H7 1.76095 2.54180 -1.25463
H8 0.23741 1.66580 -1.46985
H9 -0.13215 0.98535 2.06489
H10 3.31378 -0.15516 1.03416
H11 0.45627 -2.12214 -1.60286
H12 -0.27148 -0.51693 -1.60599
H13 2.03900 0.20454 -2.08722
H14 2.98393 0.58073 -0.64156
H15 -1.71672 1.63073 -0.47405
H16 1.47966 2.36907 1.09722

Results of the Mulliken charge analysis, in e, for atoms 1 through 6: -0.800 -0.744 -0.749 -0.652 -0.414 -0.775



7 unconnected molecules or ions with the total composition C22H55IO11P2, computed with the ωB97M-V functional and the def2-TZVPD basis.

HOMO = -8.74 eV
E_tot = -2679.24269 hartree
2S+1 = 1
Kohn-Sham gap = 8.86 eV
total charge = 0
SMILES = CCP(C)C(=O)O[C@H](CCCOC(C)=O)P(O)I.CCO.CCO.CCO.CCO.CCO.CCO

Geometry (Å):
C1 0.83006 5.46934 -2.21123
C2 -0.19233 5.51307 -3.35447
P1 0.23955 4.32422 -4.66656
C3 -1.30125 4.36096 -5.63716
C4 -0.16230 2.78087 -3.68042
O1 -1.27580 2.55283 -3.11294
O2 0.86774 1.88828 -3.68243
C5 0.54024 0.51082 -3.62590
C6 1.79673 -0.25339 -3.25287
C7 1.51523 -1.64150 -2.63640
C8 2.11794 -1.88924 -1.25915
O3 1.18215 -1.72698 -0.17797
C9 0.37085 -0.62504 -0.20692
C10 -1.02694 -0.96920 0.18505
O4 0.79219 0.50907 -0.51503
P2 -0.07187 -0.10958 -5.29700
O5 -0.22253 1.37234 -5.95401
I1 -2.39194 -0.48520 -4.59585
H1 1.38445 6.39959 -2.15072
H2 1.56677 4.68590 -2.37030
H3 0.34469 5.28740 -1.26324
H4 -0.25091 6.49070 -3.81896
H5 -1.18697 5.28259 -2.97530
H6 -1.10094 4.15644 -6.67810
H7 -2.03688 3.65842 -5.25560
H8 -1.72899 5.35411 -5.54497
H9 -0.23158 0.30721 -2.89084
H10 2.32484 0.37556 -2.54524
H11 2.44487 -0.38705 -4.11503
H12 1.95176 -2.38188 -3.30171
H13 0.45127 -1.85716 -2.60514
H14 2.99724 -1.26831 -1.11607
H15 2.43490 -2.92176 -1.16829
H16 -1.35134 -1.86305 -0.33403
H17 -1.03722 -1.18291 1.25195
H18 -1.68766 -0.13964 -0.02026
H19 0.30544 1.42514 -6.74295
C11 1.07210 -2.85706 3.38702
C12 1.87289 -3.95548 2.71703
O6 1.14327 -4.54834 1.64206
H20 0.13031 -3.24580 3.77589
H21 1.62933 -2.40536 4.20966
H22 0.83483 -2.07248 2.66725
H23 2.09845 -4.75617 3.42026
H24 2.82036 -3.55756 2.33712
H25 0.95008 -3.84792 1.01386
C13 -0.06399 2.07345 4.38163
C14 0.72239 0.89407 3.85071
O7 -0.00594 0.23597 2.81335
H26 -1.03008 1.74339 4.76523
H27 0.47056 2.59185 5.17932
H28 -0.24589 2.77252 3.56505
H29 0.90790 0.14562 4.61939
H30 1.69109 1.22891 3.46375
H31 -0.16437 0.89518 2.12991
C15 -3.14262 2.22726 0.92691
C16 -2.62153 3.60550 1.28239
O8 -1.21408 3.61257 1.53092
H32 -2.91518 1.51951 1.72664
H33 -4.22182 2.24335 0.77106
H34 -2.67642 1.87127 0.00582
H35 -3.07872 3.96845 2.20129
H36 -2.86476 4.31368 0.48292
H37 -0.77203 3.30908 0.73259
C17 -0.23643 -6.88763 4.28579
C18 0.59499 -7.96235 3.61474
O9 -0.08504 -8.58819 2.52866
H38 -1.17373 -7.30236 4.65767
H39 0.30130 -6.44373 5.12319
H40 -0.48340 -6.09972 3.56915
H41 0.83185 -8.76143 4.31615
H42 1.53947 -7.53811 3.25490
H43 -0.28363 -7.90424 1.88718
C19 -2.24680 8.59995 -8.74911
C20 -2.16423 7.74385 -7.49925
O10 -0.94291 7.01188 -7.41440
H44 -2.13729 7.98051 -9.63876
H45 -3.20111 9.12466 -8.80336
H46 -1.44844 9.34522 -8.75960
H47 -2.95344 6.99348 -7.49857
H48 -2.29130 8.36526 -6.60548
H49 -0.22090 7.64191 -7.39887
C21 2.65960 -7.63249 8.65694
C22 1.32888 -6.90545 8.72057
O11 0.48753 -7.20702 7.61017
H50 3.18167 -7.38527 7.73279
H51 3.29571 -7.36296 9.50078
H52 2.50972 -8.71424 8.67699
H53 1.48041 -5.82816 8.68662
H54 0.81203 -7.14179 9.65704
H55 0.31789 -8.15001 7.61512

Results of the Mulliken charge analysis, in e, for atoms 1 through 6: -0.931 -0.543 -0.195 -1.014 0.568 -0.572



2 unconnected molecules or ions with the total composition C7H15N4, computed with the ωB97M-V functional and the def2-TZVPD basis.

HOMO (alpha / beta) = -9.75 / -13.85 eV
E_tot = -494.42880 hartree
relative energy (zero: lowest compared OMol25 entry of this formula, charge and spin) = 0.00 kcal/mol
2S+1 = 3
Kohn-Sham gap (alpha / beta) = 6.76 / 6.43 eV
<S²> = 2.0111
total charge = +1

Geometry (Å):
C1 -1.04616 2.76781 3.19141
C2 -1.37964 2.08472 1.04828
C3 -0.01868 1.83679 3.37664
C4 0.30491 1.01523 2.31763
C5 1.38197 -0.00035 2.33902
C6 0.05590 -2.31800 -2.75248
C7 0.01278 -1.61594 -1.39931
N1 -1.70269 2.88498 2.06131
N2 -0.39030 1.15728 1.15705
N3 -2.03441 2.20263 -0.09760
N4 -0.24782 -0.17072 -1.49281
H1 -1.34849 3.44245 3.98248
H2 0.50490 1.76169 4.31337
H3 0.51941 0.26078 -2.00737
H4 1.65013 -0.26335 3.35810
H5 2.27290 0.40186 1.85195
H6 1.08516 -0.89687 1.79868
H7 0.32194 -3.36236 -2.62308
H8 -0.91707 -2.27047 -3.23726
H9 0.79433 -1.85507 -3.40552
H10 -0.78135 -2.05410 -0.78539
H11 0.96543 -1.74506 -0.87963
H12 -0.19588 0.56650 0.31471
H13 -2.77529 2.88365 -0.15732
H14 -1.80884 1.62110 -0.88945
H15 -1.07483 -0.05028 -2.07595

Results of the Mulliken charge analysis, in e, for atoms 1 through 6: -0.381 0.542 -0.358 0.941 -1.316 -1.247



8 unconnected molecules or ions with the total composition C18H42F2O12, computed with the ωB97M-V functional and the def2-TZVPD basis.

HOMO = -9.67 eV
E_tot = -1813.56462 hartree
2S+1 = 1
Kohn-Sham gap = 9.48 eV
total charge = 0
SMILES = O=C1OC[C@@H](F)O1.O=C1OC[C@@H](F)O1.CCO.CCO.CCO.CCO.CCO.CCO

Geometry (Å):
C1 2.37479 -1.70386 3.54090
C2 1.22808 -0.87719 2.90923
O1 1.90786 0.24944 2.36812
H1 2.68646 -1.15408 4.42899
H2 3.22205 -1.85610 2.87226
H3 2.06435 -2.64166 4.00162
H4 0.47232 -0.61980 3.65131
H5 0.70279 -1.44760 2.14320
H6 2.34060 0.69778 3.09842
C3 0.55527 3.52196 1.15600
C4 -0.45838 3.06281 2.12458
O2 -1.58851 2.56715 1.36895
H7 0.17137 4.02059 0.26601
H8 1.23419 2.73387 0.83029
H9 1.15556 4.28903 1.64524
H10 -0.89288 3.90936 2.65625
H11 -0.03856 2.34847 2.83280
H12 -1.32684 1.89449 0.73597
C5 1.98452 -3.00963 -4.28093
C6 1.55683 -1.49251 -4.24461
O3 2.55624 -0.75228 -3.52800
H13 2.29325 -3.21430 -3.25579
H14 2.85386 -3.20288 -4.90943
H15 1.21265 -3.71824 -4.58123
H16 0.60554 -1.28188 -3.75596
H17 1.37556 -1.11030 -5.24919
H18 2.29646 -0.79129 -2.60464
C7 4.79597 -0.44831 0.05685
C8 3.86119 -1.48166 -0.46305
O4 2.54266 -0.99363 -0.63422
H19 4.80325 0.33985 -0.69604
H20 5.73270 -0.99478 0.16644
H21 4.45033 0.01895 0.97896
H22 3.85268 -2.31121 0.24397
H23 4.22952 -1.90330 -1.39828
H24 2.19684 -0.65413 0.19448
C9 -2.49183 -0.00925 -1.30432
C10 -1.06145 -0.38222 -0.98821
O5 -0.39373 0.71248 -0.45477
H25 -3.07587 -0.81079 -1.75658
H26 -2.58636 0.88696 -1.91749
H27 -3.10681 0.14692 -0.41802
H28 -0.56302 -0.85327 -1.83543
H29 -0.95312 -1.10640 -0.18078
H30 0.39842 0.36988 -0.03437
C11 1.99451 2.57842 -3.31384
C12 3.06829 2.13243 -2.27512
O6 3.93201 3.21663 -1.94453
H31 2.37763 3.15169 -4.15804
H32 1.21530 3.13728 -2.79558
H33 1.57475 1.67300 -3.75214
H34 3.72508 1.34985 -2.65497
H35 2.57848 1.85488 -1.34176
H36 3.41015 3.94411 -1.59808
C13 -6.00042 1.58701 0.16111
C14 -4.76565 2.25103 0.74332
O7 -5.20474 3.18525 1.70909
C15 -6.53924 3.22600 1.60723
O8 -7.31501 3.90861 2.29041
O9 -6.94248 2.55187 0.56088
F1 -4.07162 2.90457 -0.26877
H37 -6.22104 0.64044 0.65448
H38 -5.99668 1.41730 -0.91560
H39 -4.13482 1.45923 1.14731
C16 -2.82234 -4.42433 2.18672
C17 -2.53073 -3.02692 2.67220
O10 -1.64848 -2.59821 1.67948
C18 -1.06306 -3.71514 1.03246
O11 -0.11941 -3.64667 0.20674
O12 -1.73905 -4.78059 1.39401
F2 -1.90049 -2.98684 3.86882
H40 -3.74129 -4.39043 1.60150
H41 -2.86172 -5.12910 3.01730
H42 -3.43470 -2.41881 2.70587

Results of the Mulliken charge analysis, in e, for atoms 1 through 6: -1.216 0.385 -0.429 0.393 0.229 0.377